No. 1
This record from OMol25 describes a 2-piece molecular cluster, H3NO3Si overall in a non-equilibrium geometry. The level of theory is the ωB97M-V functional and the def2-TZVPD basis.

The calculation puts the total energy at -571.65234 a.u. The calculation puts the highest occupied orbital energy at -9.47 eV. The LUMO energy comes out at -0.0458 Eh. For the largest force on an atom, the calculation gives 0.041 Eh/bohr. Its HOMO-LUMO gap is 8.22 eV.

Each line ends with the Löwdin charge.
Cartesian coordinates (Å):
O (0.07816, 0.71934, -0.68894)  -0.437
Si (0.60234, 1.91781, 0.06601)  0.708
H (1.69597, 2.79493, -0.41604)  -0.064
H (-0.21526, 2.43604, 1.19949)  -0.057
O (-0.56584, -3.10554, 0.96637)  -0.004
N (-0.23961, -2.08903, 0.42525)  -0.162
O (-0.81466, -1.84303, -0.78085)  -0.038
H (-0.54110, -0.83052, -0.77129)  0.055


No. 2
This record from OMol25 describes one molecule with the formula C3H4S in a non-equilibrium geometry. The level of theory is the ωB97M-V functional and the def2-TZVPD basis.

The calculation puts the total energy at -514.77550 a.u. The calculation puts the highest occupied orbital energy at -8.73 eV. The LUMO energy comes out at 0.0395 Eh. For the largest force on an atom, the calculation gives 0.058 Eh/bohr. Its HOMO-LUMO gap is 9.81 eV.

Each line ends with the Löwdin charge.
Cartesian coordinates (Å):
S (0.63788, -1.15669, 1.18309)  0.736
C (0.53554, 0.17763, 0.01728)  -0.666
C (-0.84770, 0.53855, -0.33244)  -0.121
C (-0.23805, -0.11472, -1.30150)  -0.028
H (0.74709, -0.54276, 2.28583)  -0.204
H (1.18938, 0.96452, 0.27150)  0.057
H (-1.82801, 0.80399, 0.13918)  0.121
H (-0.19613, -0.67051, -2.26294)  0.106


No. 3
This record from OMol25 describes C14H28Cl2FeNOP2 as an isolated structure in a non-equilibrium geometry. The level of theory is the ωB97M-V functional and the def2-TZVPD basis.

Its net charge is +2. The calculation puts the total energy at -3546.40317 a.u. The calculation puts the highest occupied orbital energy (spin up / spin down) at -15.42 / -15.42 eV. The LUMO energy (spin up / spin down) comes out at -0.3722 / -0.4019 Eh. For the largest force on an atom, the calculation gives 0.084 Eh/bohr. The multiplicity is 6. Its HOMO-LUMO gap (spin up / spin down) is 5.29 / 4.48 eV. The expectation value of S² is 8.8528.

Each line ends with the Mulliken spin population.
Cartesian coordinates (Å):
C (-3.18493, -2.46771, 0.51712)  0.126
C (-1.96757, -1.57379, 0.44921)  -0.018
H (-3.50059, -2.83244, 1.51850)  -0.009
H (-2.95633, -3.46252, 0.00564)  -0.001
H (-4.06421, -1.84098, 0.18094)  0.001
O (-1.27371, -1.20892, 1.36603)  0.404
Cl (-2.37892, -1.61822, -2.66239)  0.438
Fe (-0.97370, -0.71833, -1.24917)  3.688
P (0.93631, -2.13711, -0.88681)  0.036
C (1.41564, -2.28283, 0.88785)  0.005
C (0.33223, -3.80507, -1.24597)  0.003
H (1.16041, -4.50127, -1.08851)  0.001
H (2.95441, -2.88080, -2.00186)  0.000
H (-0.02091, -3.85124, -2.29377)  0.003
H (2.11403, -1.57599, -2.85219)  -0.001
H (0.53382, -2.09011, 1.53840)  -0.003
H (-0.51924, -4.05154, -0.58786)  0.003
C (2.39191, -1.95483, -1.86593)  0.011
H (1.79335, -3.29071, 1.11813)  0.000
H (3.04789, -1.21025, -1.42149)  0.001
H (2.16684, -1.52327, 1.16340)  0.002
P (-1.76138, 1.40703, -0.46711)  0.001
C (-1.60919, 1.81321, 1.29915)  -0.004
C (-1.38083, 2.88485, -1.40632)  0.006
H (-3.86029, 1.04595, -1.64227)  0.002
H (-3.99948, 2.28705, -0.36374)  -0.001
H (-3.94145, 0.52492, 0.06206)  0.003
C (-3.56852, 1.31281, -0.61634)  -0.003
H (-1.23995, 2.60498, -2.45057)  -0.001
H (-2.17906, 3.62622, -1.33117)  -0.002
H (-2.41364, 2.44067, 1.68321)  -0.002
H (-0.63751, 2.27651, 1.53873)  0.001
H (-0.45775, 3.32915, -1.05604)  0.001
H (-1.68653, 0.85755, 1.84525)  0.000
Cl (0.22112, 0.39394, -3.05747)  0.250
C (4.66830, 3.26593, 1.43089)  0.002
C (3.53897, 2.47905, 0.79760)  0.000
C (2.66661, 1.69378, 1.57861)  0.004
C (1.61756, 1.00623, 0.92399)  0.019
N (1.35145, 1.02443, -0.36872)  0.025
C (2.16614, 1.78406, -1.12276)  0.009
C (3.27347, 2.47120, -0.59153)  0.004
H (4.33002, 3.91743, 2.22824)  0.000
H (5.45155, 2.63297, 1.84425)  0.000
H (5.17570, 3.92514, 0.68725)  0.000
H (2.75143, 1.60252, 2.68396)  0.000
H (0.92878, 0.39083, 1.49282)  -0.002
H (1.94502, 1.84880, -2.19771)  -0.001
H (3.92196, 2.99827, -1.29938)  0.000


No. 4
This record from OMol25 describes a 4-piece molecular cluster, C4H14O4 overall in a non-equilibrium geometry. The level of theory is the ωB97M-V functional and the def2-TZVPD basis.

Its net charge is +1. The calculation puts the total energy at -461.41481 a.u. The calculation puts the highest occupied orbital energy (spin up / spin down) at -14.41 / -14.33 eV. The LUMO energy (spin up / spin down) comes out at -0.1546 / -0.2931 Eh. For the largest force on an atom, the calculation gives 0.033 Eh/bohr. The multiplicity is 2. Its HOMO-LUMO gap (spin up / spin down) is 10.21 / 6.35 eV. The expectation value of S² is 0.7552.

Each line ends with the Mulliken spin population.
Cartesian coordinates (Å):
C (2.24484, -2.20586, -1.06797)  0.022
C (0.19134, 1.07038, -1.54403)  -0.008
O (-1.15498, 1.33588, -1.50567)  0.077
C (0.59669, -0.27675, -1.12980)  0.334
C (1.85391, -0.81863, -1.39366)  0.314
H (3.20213, -2.11501, -0.58816)  0.030
H (1.50841, -2.73994, -0.48501)  -0.004
H (2.40210, -2.74966, -2.02062)  0.042
H (0.52699, 1.34993, -2.53760)  0.044
H (0.67609, 1.74036, -0.78465)  0.115
H (-1.62976, 0.91558, -0.74900)  0.002
H (-0.18799, -0.85723, -0.64584)  0.015
H (2.62201, -0.20754, -1.78237)  0.005
H (1.55511, 0.30928, 2.26240)  0.000
H (1.66083, -1.17641, 1.90513)  0.000
O (1.23800, -0.35194, 1.64096)  0.011
H (-2.55532, 2.31437, 0.59893)  0.000
H (-2.40038, 1.06598, 1.54604)  0.000
O (-2.70007, 1.36918, 0.65609)  0.001
H (-1.92775, -0.99313, 2.45473)  0.000
H (-0.68388, -0.18185, 2.71116)  0.000
O (-1.63955, -0.13638, 2.80536)  0.000


Summary of energy relative to the best compared isomer or geometry (same formula, charge and spin) in kcal/mol
38.69, 42.07, 19.22, 0.00
(order as listed above)